Entry 1:
119
Properties=species:S:1:pos:R:3:forces:R:3:mulliken_charge:R:1 method="wB97M-V/def2-TZVPD" spin_multiplicity=1 orbital_gap_ha="0.152 / 0.158" energy_ha=-5085.6166 relative_energy_kj_mol=1041.3
C -3.0147 -4.8869 0.4617 -0.27 0.72 -1.40 -1.1180
H -2.1245 6.4582 -3.1313 0.27 0.32 -0.07 0.4032
H -0.7355 -3.6621 4.4272 0.21 0.33 -0.65 0.4556
C -2.1000 -4.1333 1.3455 -0.57 -0.02 -1.83 0.4749
H -3.5127 -0.8203 4.6303 0.21 0.15 0.42 0.3668
C -4.5626 2.7871 0.4361 0.17 -1.00 0.12 -0.8508
C -2.2651 4.2161 0.8802 -0.36 0.88 -0.36 -0.6759
H 3.7061 1.6364 1.4481 -0.34 2.00 -0.68 0.5045
N 2.6032 -0.9747 -3.2677 3.15 7.44 0.27 0.8122
C 2.7410 4.8832 1.8444 -3.48 -0.43 0.92 -0.6095
C 0.1447 4.5642 3.0389 0.89 -0.91 -0.55 -0.3804
C -1.0142 -3.3742 3.4017 0.73 0.85 0.60 -0.9138
H 2.0220 -2.4280 -5.3275 -0.99 -0.71 0.00 0.1915
N 1.9681 -2.6067 -0.4380 1.65 0.30 -2.17 0.7671
C -3.4504 4.8803 0.5171 0.51 -0.03 -0.07 -0.7614
H -4.0278 -0.4159 -2.6039 -0.27 -0.99 -1.99 0.0845
H 1.1892 -5.9056 -5.9680 0.53 0.34 -0.06 0.3412
H -1.8408 3.0546 -5.4465 0.09 0.07 -0.26 0.3344
C 1.8658 -4.4779 -4.2846 -1.03 1.94 -1.21 0.3539
C 3.0777 1.0003 1.9970 0.46 -1.15 4.64 -0.0761
H -0.1181 -1.3146 3.1966 0.09 -0.12 0.93 0.4812
H 0.7555 4.6196 -5.0340 -0.02 0.16 0.56 0.2930
H 3.2358 -3.1624 4.0098 -0.16 0.22 -0.23 0.1284
C 2.8269 -2.5801 1.9703 1.26 -2.71 -0.30 1.0623
N -0.1960 1.6834 -1.9128 -1.32 1.19 -1.24 -0.4762
N -1.3920 3.2122 -3.4843 1.40 -1.04 0.75 0.1051
C -2.2190 -1.4318 -2.7060 3.24 1.59 1.72 -0.9584
C 3.3487 -4.4260 0.4155 0.29 0.20 2.58 -0.9121
C -2.1816 -2.2632 -0.4805 -0.93 -5.56 -0.56 0.0256
H -2.1069 5.7048 -5.5089 0.30 0.02 0.23 0.3111
C -0.9679 0.9703 5.9618 0.18 1.72 -1.15 -0.8713
C -3.6034 -1.4568 -2.8402 -0.57 1.97 1.81 -0.4510
C -1.5574 -2.9719 0.8325 -3.75 1.62 -4.08 0.8404
C 2.9633 -0.6565 3.6626 0.00 5.29 -1.62 -0.2445
C -3.4467 -2.8877 -1.0586 2.53 -4.75 2.84 0.1167
N 3.0371 -0.1473 1.4498 -0.19 -5.72 -1.90 -0.6963
C 2.8019 -0.0821 -4.3744 -0.89 -2.09 1.17 -0.2990
H 1.1919 -5.0897 -1.1306 1.33 1.62 -2.02 0.1717
H 0.0242 2.5800 4.9711 -0.23 -0.63 -0.51 0.1861
C 2.9939 0.8041 3.4414 0.27 -1.31 -1.99 -1.1178
H -5.5717 4.6499 0.0869 0.44 -0.16 0.02 0.3828
H 3.6534 -4.7760 -0.5501 -0.54 -0.07 -0.37 0.7381
H 3.8413 -6.3193 1.2988 0.34 0.55 -0.10 0.2326
N 3.0209 -0.2960 -2.0828 -1.34 0.23 -2.09 -0.6452
Pb 0.6524 -0.0284 -0.1946 0.68 -2.73 -0.84 1.9620
H -5.2613 -2.3320 -1.8125 -0.13 -0.65 -1.06 0.3277
H 3.0260 1.7324 3.9973 0.09 -0.75 1.10 0.4604
H -2.0289 -0.7776 6.6431 -0.11 0.32 0.08 0.3772
H -3.0511 4.3431 -3.6499 -0.24 0.22 0.16 0.2884
H 5.1177 -5.4597 4.3946 -0.02 0.13 0.12 0.3024
H 3.0893 -0.8813 4.7084 -0.25 -1.62 -0.32 0.4247
C 1.9314 -2.9743 -4.3829 2.69 -3.66 2.09 -0.9383
C 2.5545 -2.2620 -3.2414 -4.85 -9.85 3.34 0.3341
H -1.7048 -1.2525 1.3603 -5.26 10.26 -2.87 0.2625
H 3.4242 -5.8526 4.8552 0.24 0.06 -0.05 0.3337
H 2.7647 -6.1667 -3.3625 -1.03 -1.74 0.67 0.4374
C 1.0911 5.3606 3.6946 0.33 -0.48 -1.51 -0.7187
C -0.7089 -2.1478 2.8564 -0.15 -0.70 1.56 -0.2616
H -3.3551 0.7444 2.8957 0.66 -0.13 0.14 0.3313
H -0.2663 2.3906 -5.0673 -0.05 -0.02 0.27 0.4941
H -3.3677 1.0132 0.8808 -0.17 0.38 -0.20 0.1759
C 1.6534 -4.5788 -2.1501 0.21 1.41 8.82 -0.1715
C -2.7342 -0.0648 4.7551 -0.43 -0.22 -0.45 -0.5757
H -1.8744 -0.5187 -3.1524 1.22 0.19 -0.21 0.4425
As -0.6168 2.0280 1.8352 -0.83 1.92 0.11 1.1277
H -3.2589 -5.9307 0.5850 0.24 -0.14 0.65 0.3378
H -2.3123 4.3839 -2.0280 -0.16 -0.27 0.06 -0.2203
C -0.7309 1.7868 4.8231 -0.42 0.45 0.19 -0.0969
C -4.6219 4.1589 0.3237 0.09 0.24 0.10 -0.6095
H 2.7446 -0.4442 -5.3829 -0.28 -0.06 -0.07 0.3755
C 4.1493 -5.8003 4.0359 -1.18 1.35 -1.29 -1.3447
C 3.6185 -5.2605 1.5122 0.55 -0.41 -0.44 -0.7211
H 3.5738 5.2780 1.2361 -0.34 -0.58 0.73 0.4370
C 2.1661 -3.1456 -1.8481 -1.39 1.69 -2.16 -0.2666
C -3.3775 2.1046 0.8029 -0.86 0.22 -0.08 -0.1153
C 2.4007 5.4055 3.1582 0.40 0.14 -0.28 -0.4532
C -2.2360 2.8300 1.1075 -0.02 0.77 -0.90 0.7300
C -3.6496 -4.3115 -0.6525 1.05 0.79 3.25 -0.6742
C -2.5809 0.7866 3.6714 0.15 0.78 -0.32 -0.3680
H -4.3866 -5.0152 -1.0664 0.26 0.89 -0.52 0.3393
C -0.8119 2.3817 -2.6287 1.07 -0.10 0.72 0.2439
C 3.2299 0.9367 -2.5064 0.55 0.57 0.64 -0.2098
H -0.6399 6.6809 -5.2709 -0.19 -0.19 0.14 0.3171
N 2.9924 -1.2135 2.3899 -1.35 2.83 0.02 0.6565
C -1.4012 5.7040 -3.4489 -0.50 -0.16 -0.29 -0.6072
H 0.4335 -6.0670 -4.4529 -0.22 0.20 -0.13 0.4060
C -1.1469 5.7556 -4.9647 0.42 -0.05 0.22 -0.6977
C 2.7662 -3.1044 0.5901 -1.24 -0.39 -0.69 0.2284
C -4.2000 -2.4174 -2.0934 -2.13 1.88 1.08 -0.5547
H -2.0848 -5.1822 3.2107 -0.17 -0.15 -0.08 0.3906
C 3.6179 -4.8652 2.8785 -0.85 0.28 -1.19 -0.2538
C 2.0555 -5.4344 -3.0431 1.26 4.58 -5.73 -0.4628
H 1.6718 4.2943 -0.0281 0.49 -2.16 3.22 -0.1369
N -1.2818 -1.9330 1.6511 6.87 -7.72 2.67 0.0622
H -0.0555 -4.7837 -5.5253 0.47 0.45 0.40 0.3452
C 1.7104 4.0350 1.2157 1.01 3.98 -2.71 -0.2677
C -1.5166 1.7247 3.6289 1.69 -1.18 1.27 0.3582
H 3.6026 1.6691 -1.8056 -0.22 0.04 0.20 0.4137
H -0.4382 1.2547 6.8666 0.09 -0.57 -0.07 0.4299
C -0.2888 4.5422 -5.3310 -0.27 -0.58 -1.16 -0.6014
C -1.7870 -4.2935 2.6723 -0.23 -1.58 1.59 -0.7222
C 3.1009 1.1473 -3.8982 0.06 0.02 0.46 -0.9503
C -2.1116 4.3935 -3.0957 -0.32 0.54 0.47 -0.0549
H -5.4762 2.2362 0.2391 0.18 -0.22 0.04 0.4604
H -3.4495 5.9623 0.3462 0.12 -0.39 0.18 0.4095
H -1.3528 4.8334 0.9370 -0.65 -0.54 0.18 0.3523
H -0.2121 4.4082 -6.4352 -0.18 0.30 0.56 0.3578
H -0.4761 5.8321 -2.8683 -0.19 -0.08 -0.17 0.2599
H 3.1269 5.9246 3.8039 -0.07 -0.07 -0.80 0.3534
C -1.9234 -0.0080 5.8824 -0.33 -0.85 -0.07 -0.5241
C 0.8281 -5.3007 -5.1266 0.50 -0.49 -0.52 -1.3947
H 4.2832 -6.7946 3.6338 -0.02 -0.28 -0.11 0.3666
C 3.1619 -3.5499 2.9872 0.91 1.03 1.10 -0.9029
C 0.4580 3.8186 1.8343 -0.43 -0.58 3.25 0.1515
H -0.8177 4.4812 3.5570 0.14 -0.27 -0.60 0.5873
C -0.9320 3.2294 -4.8611 -0.16 -0.25 -0.97 -0.8316
H 3.2089 2.0759 -4.4511 0.14 -0.37 0.17 0.4967
H 0.7290 5.9530 4.5494 0.77 -0.40 -0.28 0.3983
N -1.4105 -1.6258 -1.2751 -1.05 2.38 -3.01 0.2540

***

Entry 2:
125
Properties=species:S:1:pos:R:3:forces:R:3:mulliken_charge:R:1 method="wB97M-V/def2-TZVPD" spin_multiplicity=1 orbital_gap_ha=0.171 energy_ha=-6364.4780 relative_energy_kj_mol=317.0 charge=-2
C -1.1725 0.0604 3.6491 -0.10 -0.10 0.01 -0.8162
C 1.7034 -0.6200 -4.9387 0.32 0.14 0.24 -0.2730
H 0.3870 4.6527 2.2103 0.01 -0.01 0.01 0.5155
C -2.9460 -1.7053 4.0924 0.11 0.04 0.02 -1.6136
H 0.5264 -0.0244 4.9681 -0.04 -0.01 0.02 -0.3184
C 2.0092 2.2023 3.8752 -0.06 0.04 -0.03 -0.4170
H -5.8406 -3.5127 0.8538 -0.02 0.00 0.00 0.4581
C 0.3224 7.7278 -1.8039 0.01 -0.04 0.02 -0.5685
H -4.5815 -1.5973 1.8205 0.00 0.02 0.02 0.3917
H -1.6122 -1.9800 -1.2948 0.02 0.02 0.02 0.0484
C 0.2165 -1.8553 -6.8953 0.02 0.05 0.10 -0.6167
C -0.3204 6.6554 -1.2668 0.11 0.08 -0.03 -0.7143
C -4.1689 0.8790 -2.2544 -0.08 -0.06 0.00 0.5387
H -0.8546 -5.4331 3.9771 0.01 0.00 -0.01 0.2530
H 0.8753 3.9102 4.5227 0.00 -0.02 0.00 0.4426
C 2.1668 0.1622 -3.7363 0.10 -0.06 -0.20 0.1638
H -5.1750 -3.2078 -1.5176 0.00 -0.05 0.01 0.3848
O -0.4662 -0.8224 0.9580 -1.33 -0.52 0.56 0.4314
H 2.0989 -2.3604 -7.7836 0.01 0.00 -0.01 0.3749
C -4.1111 2.7853 -0.1713 0.00 -0.03 -0.03 -0.2809
C -0.9317 -3.3158 1.8444 -0.03 -0.26 -0.04 1.3927
C -4.5371 -3.8053 -0.8525 0.02 0.09 -0.03 -1.1809
P -1.5903 -1.6595 1.5088 0.75 0.44 -0.21 -0.1864
C -4.4163 -1.8974 0.7845 0.10 -0.04 -0.09 -0.9291
H -4.1802 0.1672 -3.0713 0.01 0.02 0.02 0.4610
H -0.2573 -1.9951 6.2808 0.00 -0.02 0.00 0.4821
H -6.2964 0.8999 -1.9712 -0.02 0.00 0.01 0.4038
C 2.1697 1.8699 1.5220 0.04 0.13 -0.01 1.4871
C 1.8773 5.5957 -0.9265 0.61 -0.26 -0.02 0.0493
H -5.0961 -1.2857 0.1793 0.01 -0.01 -0.01 0.4756
C 4.0172 2.8638 -1.1012 0.14 0.30 0.22 -0.0397
C 0.4650 5.5705 -0.7852 -0.55 -0.19 -0.01 0.9602
N 3.6890 3.9840 -0.5527 0.17 -0.27 0.13 -0.6576
C -3.0760 -3.5870 -1.2441 -0.06 0.01 0.07 -0.2586
C -0.9526 -1.4574 5.6321 -0.03 0.05 -0.02 -1.3587
C -1.5538 1.1724 -2.1902 0.26 0.13 -0.18 0.1449
C -1.9726 -2.4237 5.0337 0.01 0.09 -0.05 -0.0112
C -4.7896 -3.3659 0.5891 0.04 0.02 -0.02 -0.5382
C 1.4414 3.0180 1.3059 -0.06 0.28 -0.61 0.0579
H 3.4580 -1.2294 -6.0017 -0.04 -0.01 -0.01 0.5748
C -1.8411 -4.4661 2.3008 0.18 0.00 -0.04 -1.1984
C -5.3455 1.2989 -1.6398 0.07 0.06 0.06 -0.8862
H 0.8652 -3.1825 0.5948 -0.03 -0.01 0.06 -0.2163
C 6.6371 2.9310 -0.9398 0.16 -0.02 0.02 -0.1504
H -0.2556 8.5746 -2.1563 0.03 0.01 -0.01 0.3930
C 0.4103 -5.6696 2.2272 -0.03 0.05 0.01 -0.8276
C -2.9748 1.3969 -1.7880 -0.04 -0.33 -0.31 -0.2049
N -0.7464 1.9228 -1.4759 -0.02 -0.05 -0.06 -0.1458
H -3.2093 -1.5270 -1.8013 -0.02 -0.03 0.05 -0.0974
H -0.5742 -3.5966 -0.2970 0.04 0.01 0.04 -0.2594
C -2.9855 -1.5552 0.3331 -0.13 -0.08 -0.24 1.7743
H -2.4364 -4.2376 -0.6413 -0.06 -0.01 0.01 -0.1408
C 2.5227 6.7099 -1.5256 -0.13 0.10 -0.02 -0.7413
C -2.2474 -0.8517 3.0179 -0.02 0.16 0.20 0.5121
H 2.2232 8.6312 -2.3733 -0.02 0.01 -0.01 0.3853
H 0.8221 -6.6758 2.3343 -0.01 0.00 0.00 0.5540
H -0.6357 0.5958 2.8669 0.02 -0.01 -0.01 -0.2016
Br 2.4749 1.7214 5.6562 0.05 0.05 0.00 -0.2188
C -0.1990 -0.7101 4.5343 -0.10 -0.07 -0.06 0.8212
N -1.2628 0.3563 -3.2462 -0.46 0.08 0.24 -0.4803
N 1.2910 3.6211 -0.0280 -0.11 -0.34 0.70 2.0889
C -1.5268 2.7487 -0.6746 0.01 0.26 0.02 -0.2606
C 0.3216 -0.6149 -4.8759 -0.30 0.14 0.20 -0.1143
H -2.3859 -4.8533 1.4391 0.06 -0.02 -0.04 0.9348
H 8.5868 0.8201 -2.7610 0.00 0.01 0.00 0.3603
H -1.4323 -3.2042 4.4949 -0.01 0.00 0.01 -0.3454
H -2.5416 -2.9258 5.8213 -0.01 0.00 0.03 0.4479
C 0.9531 3.7470 2.3872 -0.10 -0.02 0.09 -0.0595
H -4.0731 3.5335 0.6111 -0.01 -0.02 -0.02 0.5372
C 5.3235 1.4377 -2.3006 -0.21 -0.33 -0.26 -0.3089
H 0.3768 -1.4140 3.9223 0.00 0.02 0.02 0.0103
H 1.2416 -5.4350 0.2368 0.00 0.00 0.01 0.6293
C -0.9711 -5.5909 2.9005 -0.01 0.03 -0.04 -1.1349
N -1.1794 3.8718 -0.1464 -0.05 -0.31 0.14 -0.3905
C -2.9505 2.3484 -0.7837 0.05 0.10 0.17 0.1815
C 2.3799 4.3706 -0.4821 -0.45 0.39 -0.20 -0.4059
H -1.4928 -6.5453 2.7786 -0.02 0.00 0.02 0.4619
I 4.8609 -0.5171 0.7211 -0.18 -0.48 -0.13 0.1972
Rb 1.4139 -0.1758 -0.5835 -0.30 0.19 -0.19 1.0879
C 1.6077 -1.8611 -6.9576 0.02 0.06 0.09 -0.6868
N 3.4321 0.3436 -3.4745 0.13 0.02 -0.04 -0.5893
C -5.3154 2.2341 -0.6025 0.07 -0.04 -0.04 -0.6678
C -2.6681 -2.1272 -1.0634 -0.06 0.00 0.06 -0.3770
C -0.0236 0.1677 -3.6391 0.35 0.07 0.01 0.2673
C -0.0544 -3.7728 0.6461 0.00 -0.01 0.09 0.0912
C 2.4779 1.4536 2.8151 -0.08 0.02 -0.06 -0.9169
H -4.2042 -3.9936 1.2664 -0.07 0.03 -0.02 0.1145
C 2.3752 -1.2352 -5.9712 -0.02 -0.10 -0.09 0.1050
H -2.9134 -3.8757 -2.2855 0.00 -0.01 -0.01 0.5645
C 7.7784 2.3144 -1.4541 -0.09 0.00 -0.02 -0.6573
H -3.5575 -1.0244 4.6982 0.01 0.00 -0.01 0.6556
H -2.9371 -0.4643 0.2197 -0.08 0.09 0.01 -1.5094
H -3.6423 -2.4199 3.6446 0.01 0.01 0.00 0.2362
C 5.4208 2.4705 -1.3868 -0.24 0.16 0.07 0.0113
H 8.7543 2.6180 -1.0966 -0.01 0.00 0.01 0.3978
H -1.4771 -0.7257 6.2616 0.04 -0.02 0.00 0.3092
H -1.6915 0.8084 4.2622 0.00 -0.01 0.00 0.7493
C 7.6823 1.2903 -2.3936 -0.07 0.02 0.04 -0.6398
H 2.5359 1.3178 0.6760 0.53 0.40 0.42 -0.9950
C -0.4483 -1.2229 -5.8426 -0.02 -0.07 -0.10 -0.1747
H -1.4004 6.6176 -1.1952 0.01 0.00 0.01 0.4499
H -0.2500 -3.0833 2.6703 0.07 -0.03 0.00 0.3591
N 1.0962 0.5946 -3.0423 -0.29 0.29 -0.77 -0.4298
O 2.5175 -2.1921 0.3425 1.02 -0.66 0.01 -0.8440
O 3.6254 -1.6577 -0.4610 -0.10 -0.20 0.48 -0.5438
H 1.1141 -4.9919 2.7194 -0.01 -0.02 -0.01 0.3140
C 0.3007 -5.2640 0.7614 -0.01 0.01 -0.02 -1.1700
C 1.2264 3.3340 3.6773 0.09 -0.06 0.02 -0.9208
H 6.6979 3.7031 -0.1850 0.01 -0.02 0.00 0.5643
H 3.6002 6.7123 -1.6391 -0.04 -0.01 0.01 0.4991
C 6.4399 0.8370 -2.8373 0.11 -0.05 0.03 0.0314
H -1.5295 -1.2059 -5.7801 0.01 0.00 0.00 0.5439
H 6.3457 0.0210 -3.5426 0.00 0.02 0.00 0.5081
I 6.6276 1.4049 2.6678 0.10 0.13 0.10 -0.7858
H 3.0948 0.5761 2.9559 0.02 0.02 0.02 0.4428
C 3.8649 1.1907 -2.4913 -0.19 0.42 -0.04 0.1672
C 0.1089 4.3326 -0.2685 0.45 0.34 -0.18 -1.3981
C 1.7544 7.7596 -1.9326 0.01 -0.08 0.03 -0.6139
H -4.8214 -4.8517 -0.9918 0.01 -0.01 0.01 0.5038
N 3.1434 1.9822 -1.7230 0.03 -0.30 -0.43 -0.0401
H -2.9984 -0.1855 2.5764 -0.05 0.02 0.03 0.6571
H -0.3548 -2.3488 -7.6724 0.01 0.00 -0.01 0.3852
H -2.5947 -4.1545 3.0254 0.00 -0.02 -0.04 0.0295
H -6.2441 2.5426 -0.1387 -0.02 0.01 0.01 0.3964
H -0.4589 -5.8932 0.2755 0.02 0.03 0.02 0.3051